# C34H86F3IO12Zn

A molecular structure, C34H86F3IO12Zn at a distorted geometry (ωB97M-V/def2-TZVPD, the OMol25 dataset).

Atoms and positions in Å:
Zn 1.270 1.838 -0.682
I 0.430 -0.821 -0.474
C 1.520 5.245 -0.643
O 0.694 5.175 0.475
O 1.847 3.882 -0.977
C 0.875 6.109 -1.801
F 1.802 6.271 -2.800
F -0.277 5.772 -2.287
F 0.660 7.332 -1.235
C 0.560 6.259 1.414
C 1.847 6.753 2.169
H 2.254 6.084 2.927
H 2.708 6.913 1.520
H 1.731 7.647 2.781
H -0.068 5.938 2.245
H 0.228 7.238 1.069
H 2.501 5.676 -0.442
C 5.776 -2.894 5.104
C 5.444 -2.146 3.726
C 4.069 -2.460 3.153
O 5.513 -0.687 3.912
H 6.043 -3.948 5.014
H 5.002 -2.789 5.864
H 6.586 -2.342 5.580
H 6.096 -2.490 2.924
H 4.137 -2.229 2.090
H 3.320 -1.810 3.604
H 3.829 -3.520 3.237
H 5.103 -0.448 4.747
C -6.309 -3.730 1.300
C -4.880 -3.391 1.708
C -3.848 -4.151 0.858
O -4.679 -2.003 1.585
H -6.982 -3.375 2.081
H -6.411 -4.814 1.366
H -6.754 -3.350 0.381
H -4.720 -3.599 2.766
H -3.826 -5.221 0.653
H -2.839 -3.928 1.204
H -4.013 -3.747 -0.141
H -3.752 -1.801 1.732
C -5.946 0.120 -2.359
C -5.333 -0.476 -1.147
C -3.816 -0.347 -1.149
O -5.897 0.237 -0.022
H -7.027 0.204 -2.248
H -5.767 -0.363 -3.319
H -5.717 1.170 -2.546
H -5.647 -1.518 -1.078
H -3.455 -0.129 -0.143
H -3.418 0.380 -1.857
H -3.497 -1.379 -1.297
H -5.531 -0.167 0.769
C -0.683 -2.286 -6.351
C -0.081 -2.808 -5.018
C 1.408 -2.440 -4.975
O -0.832 -2.213 -3.954
H -0.334 -2.862 -7.208
H -0.459 -1.219 -6.353
H -1.768 -2.346 -6.436
H -0.260 -3.881 -4.950
H 1.994 -2.862 -5.791
H 1.901 -2.872 -4.104
H 1.524 -1.357 -4.935
H -0.398 -2.287 -3.100
C -2.627 1.951 1.053
C -1.836 2.513 -0.106
C -2.412 3.866 -0.607
O -0.537 2.648 0.160
H -3.685 1.791 0.845
H -2.640 2.573 1.948
H -2.162 1.021 1.380
H -1.868 1.730 -0.863
H -3.338 4.127 -0.095
H -2.632 3.677 -1.657
H -1.750 4.722 -0.471
H -0.303 3.508 0.517
C -0.691 -5.528 -1.093
C 0.384 -5.706 -0.064
C 1.755 -5.412 -0.693
O 0.207 -4.754 0.951
H -1.597 -5.922 -0.633
H -0.459 -5.975 -2.060
H -0.755 -4.489 -1.415
H 0.376 -6.706 0.371
H 1.801 -4.348 -0.921
H 1.900 -5.945 -1.632
H 2.556 -5.760 -0.040
H 0.141 -3.847 0.643
C 1.199 3.183 -4.494
C 0.126 2.553 -3.598
C -1.029 1.830 -4.203
O 0.801 1.709 -2.719
H 1.001 4.147 -4.962
H 1.554 2.569 -5.322
H 2.029 3.556 -3.894
H -0.339 3.375 -3.053
H -1.352 2.208 -5.173
H -1.875 1.922 -3.521
H -0.696 0.795 -4.282
H 0.437 0.838 -2.896
C 1.785 0.730 3.349
C 1.063 1.702 2.529
C 0.913 3.091 3.314
O 1.954 1.961 1.480
H 1.805 -0.199 2.779
H 1.339 0.379 4.280
H 2.845 0.910 3.529
H 0.220 1.136 2.132
H 1.841 3.513 3.701
H 0.225 2.931 4.144
H 0.532 3.894 2.683
H 2.792 1.924 1.947
C -2.931 -2.133 4.538
C -1.692 -1.681 3.758
C -0.677 -2.805 3.706
O -2.080 -1.440 2.400
H -2.812 -2.249 5.615
H -3.245 -3.105 4.155
H -3.738 -1.461 4.245
H -1.235 -0.810 4.227
H 0.184 -2.376 3.194
H -1.112 -3.630 3.142
H -0.357 -3.078 4.712
H -1.283 -1.346 1.873
C 4.885 2.499 -2.020
C 4.443 1.024 -1.728
C 5.464 0.144 -1.059
O 3.396 1.208 -0.707
H 5.885 2.571 -2.448
H 4.965 3.143 -1.145
H 4.220 2.908 -2.780
H 3.937 0.438 -2.496
H 5.038 -0.716 -0.542
H 6.129 0.582 -0.314
H 6.199 -0.263 -1.753
H 3.967 1.450 0.026

Summary:
multiplicity	1
E	-4626.48072	a.u.
HOMO energy	-8.57	eV
gap between HOMO and LUMO	8.8	eV
LUMO energy	0.181	eV

# C34H86N3O21P6

6 unconnected molecules or ions with the total composition C34H86N3O21P6 at a distorted geometry (ωB97M-V/def2-TZVPD, the OMol25 dataset).

Atoms and positions in Å:
C -4.206 -6.276 -7.294
C -3.549 -6.101 -5.879
P -2.292 -4.720 -5.863
C -1.037 -5.241 -7.140
C -3.160 -3.137 -6.391
C -2.750 -2.589 -7.749
C -3.655 -1.382 -8.014
N -3.310 -0.369 -6.982
C -3.437 -0.857 -5.688
N -3.895 -0.005 -4.797
C -4.056 -0.302 -3.365
C -4.461 0.955 -2.573
C -4.765 0.602 -1.090
C -4.524 1.894 -0.226
C -3.245 1.767 0.660
C -3.469 2.413 2.076
C -3.538 1.300 3.171
C -2.070 0.886 3.471
C -1.910 -0.180 4.591
C -2.922 -0.041 5.759
C -4.172 -0.938 5.547
O -5.172 -0.735 6.535
C -5.952 0.390 6.154
N -3.073 -2.105 -5.304
H -4.536 -7.320 -7.403
H -3.460 -6.103 -8.082
H -5.068 -5.600 -7.384
H -4.288 -5.995 -5.076
H -2.973 -7.016 -5.682
H -0.056 -4.878 -6.819
H -1.265 -4.924 -8.166
H -1.030 -6.342 -7.131
H -4.235 -3.400 -6.469
H -3.005 -3.357 -8.495
H -1.687 -2.342 -7.846
H -3.429 -0.956 -9.002
H -4.727 -1.632 -8.012
H -3.879 0.464 -7.091
H -4.156 0.924 -5.096
H -4.814 -1.100 -3.250
H -3.111 -0.727 -2.989
H -5.364 1.381 -3.040
H -3.625 1.667 -2.660
H -5.830 0.340 -1.024
H -4.152 -0.232 -0.726
H -4.469 2.786 -0.867
H -5.423 2.011 0.398
H -2.999 0.703 0.799
H -2.418 2.245 0.115
H -2.640 3.109 2.263
H -4.436 2.932 2.017
H -4.076 0.441 2.744
H -4.046 1.734 4.041
H -1.695 0.444 2.531
H -1.446 1.779 3.637
H -2.013 -1.178 4.132
H -0.905 -0.111 5.035
H -3.181 1.000 5.997
H -2.428 -0.445 6.658
H -3.818 -1.975 5.685
H -4.560 -0.890 4.515
H -6.297 0.329 5.107
H -5.377 1.320 6.295
H -6.847 0.452 6.788
H -3.669 -2.460 -4.561
C 2.606 0.183 -11.753
O 2.954 0.329 -10.378
P 1.814 -0.179 -9.251
O 1.294 -1.399 -9.957
O 0.876 1.144 -9.527
C 1.462 2.440 -9.705
O 1.076 -0.500 -7.773
C -0.227 -0.022 -7.513
H 3.271 0.834 -12.321
H 2.759 -0.845 -12.074
H 1.574 0.483 -11.936
H 1.550 2.658 -10.770
H 2.442 2.514 -9.239
H 0.796 3.181 -9.263
H -0.896 -0.246 -8.347
H -0.223 1.051 -7.316
H -0.593 -0.529 -6.619
C 1.316 5.481 3.012
O 0.022 5.939 2.622
P -0.487 5.576 1.048
O 0.136 4.198 1.036
O 0.519 6.715 0.420
C 0.591 8.027 0.991
O -1.220 5.290 -0.453
C -0.539 5.606 -1.654
H 1.613 6.057 3.889
H 1.277 4.429 3.281
H 2.049 5.641 2.220
H 1.443 8.084 1.668
H -0.317 8.290 1.531
H 0.750 8.743 0.185
H 0.480 5.216 -1.633
H -0.524 6.682 -1.827
H -1.084 5.137 -2.475
C 5.215 7.882 7.915
O 5.416 7.118 6.731
P 4.282 5.900 6.394
O 3.113 6.715 6.908
O 4.896 4.932 7.568
C 6.310 4.713 7.680
O 3.197 4.712 5.857
C 2.812 3.650 6.714
H 6.164 8.367 8.149
H 4.460 8.647 7.747
H 4.926 7.246 8.752
H 6.722 5.381 8.438
H 6.824 4.877 6.735
H 6.479 3.688 8.008
H 2.522 4.033 7.694
H 3.614 2.920 6.820
H 1.956 3.153 6.256
C -2.226 -10.947 -3.200
O -3.319 -10.281 -2.573
P -3.172 -8.617 -2.358
O -2.475 -8.269 -3.645
O -2.115 -8.852 -1.122
C -2.329 -9.882 -0.149
O -3.469 -7.030 -1.883
C -2.516 -6.327 -1.100
H -2.324 -12.008 -2.971
H -2.270 -10.813 -4.279
H -1.270 -10.588 -2.816
H -1.742 -10.762 -0.412
H -3.378 -10.158 -0.068
H -1.977 -9.518 0.817
H -1.516 -6.430 -1.524
H -2.522 -6.675 -0.067
H -2.800 -5.275 -1.106
C 10.467 2.908 9.613
O 10.530 2.144 8.413
P 9.276 1.049 8.144
O 8.130 1.861 8.682
O 9.902 0.031 9.274
C 11.312 -0.201 9.361
O 8.333 -0.173 7.477
C 7.981 -1.310 8.250
H 11.468 3.301 9.794
H 9.777 3.740 9.496
H 10.170 2.290 10.461
H 11.740 0.433 10.138
H 11.819 -0.008 8.418
H 11.471 -1.241 9.648
H 7.600 -1.011 9.227
H 8.830 -1.983 8.370
H 7.199 -1.843 7.709

Summary:
multiplicity	1
E	-5138.94020	a.u.
HOMO energy	-10.27	eV
charge	+1
gap between HOMO and LUMO	6.6	eV
LUMO energy	-3.664	eV